Entry i
# CH3N2O2S

2 unconnected molecules or ions with the total composition CH3N2O2S (ωB97M-V/def2-TZVPD, OMol25).

Each atom is followed by the atoms it is bonded to, with distances in Å.
CARTESIAN COORDINATES (ANGSTROEM)
1 C 1.80937 -1.88372 1.22076  N2 1.150, H7 0.994
2 N 1.22628 -1.12534 0.58212  C1 1.150
3 N -0.02258 0.93970 -0.46236  S6 1.549, H8 1.052, H9 1.044
4 O -2.09465 -0.44496 -0.80109  S6 1.412
5 O -2.05158 2.16520 -1.10821  S6 1.448
6 S -1.53526 0.85187 -0.78237  N3 1.549, O4 1.412, O5 1.448
7 H 1.92760 -2.60573 1.89373  C1 0.994
8 H 0.59790 0.13726 -0.18299  N3 1.052
9 H 0.14293 1.96573 -0.35960  N3 1.044

* net charge: +1
* gap between HOMO and LUMO: 11.64 eV

Results of the natural (NBO) charge analysis, in e, for atoms 1 through 4: atom 1 (C): 0.2883, atom 2 (N): -0.4244, atom 3 (N): -1.0002, atom 4 (O): -0.6914

Entry ii
# CH3N2O2S

2 unconnected molecules or ions with the total composition CH3N2O2S (ωB97M-V/def2-TZVPD, OMol25).

Each atom is followed by the atoms it is bonded to, with distances in Å.
CARTESIAN COORDINATES (ANGSTROEM)
1 C 1.86310 2.17547 0.80188  N2 1.136, H7 1.036
2 N 1.02624 1.42045 0.66261  C1 1.136
3 N -1.63762 -1.55194 -0.33732  S6 1.548, H8 1.011, H9 0.999
4 O -3.13868 -3.33042 -1.14070  S6 1.384
5 O -4.03973 -1.41201 0.23175  S6 1.388
6 S -3.06438 -2.14617 -0.42817  N3 1.548, O4 1.384, O5 1.388
7 H 2.46481 2.88474 1.25737  C1 1.036
8 H -0.89150 -2.17828 -0.60801  N3 1.011
9 H -1.60294 -0.57857 -0.11306  N3 0.999

* net charge: +1
* gap between HOMO and LUMO: 9.60 eV

Results of the natural (NBO) charge analysis, in e, for atoms 1 through 4: atom 1 (C): 0.1309, atom 2 (N): -0.3671, atom 3 (N): -0.9906, atom 4 (O): -0.7012

How do the energies compare? Relative to the most stable structure, in hartree: entry i 0.0000; entry ii 0.0086.